Entry 1:
ORCA calculation (ωB97M-V with the def2-TZVPD basis set) on one molecule with the formula C25H26N2O8S.

Cartesian coordinates (Å):
C1 1.545 10.422 -1.653
C2 2.809 9.755 -1.119
O1 3.160 8.593 -1.846
C3 2.470 7.440 -1.660
C4 1.479 7.228 -0.706
C5 0.864 5.994 -0.602
C6 1.219 4.960 -1.454
C7 2.208 5.160 -2.411
C8 2.828 6.386 -2.505
H1 3.600 6.559 -3.238
H2 2.493 4.358 -3.072
N1 0.570 3.702 -1.354
C9 -0.806 3.557 -1.180
O2 -1.605 4.452 -1.096
C10 -1.048 2.091 -1.138
C11 -2.221 1.380 -0.985
C12 -2.136 -0.006 -0.990
C13 -0.911 -0.655 -1.149
C14 0.274 0.071 -1.303
C15 0.180 1.444 -1.292
C16 1.237 2.480 -1.426
O3 2.423 2.328 -1.553
H3 1.223 -0.425 -1.427
C17 -0.914 -2.143 -1.144
O4 -1.884 -2.819 -0.915
O5 0.298 -2.652 -1.410
C18 0.381 -4.069 -1.488
H4 -0.208 -4.425 -2.340
H5 1.437 -4.296 -1.657
C19 -0.145 -4.845 -0.273
O6 -0.850 -5.815 -0.462
N2 0.250 -4.459 0.961
C20 1.184 -3.389 1.259
C21 0.512 -2.180 1.908
H6 1.236 -1.377 2.019
H7 0.118 -2.426 2.891
H8 -0.310 -1.822 1.293
H9 1.684 -3.079 0.343
H10 1.948 -3.788 1.937
C22 -0.313 -5.146 2.119
C23 -1.826 -5.075 2.205
H11 -2.209 -4.081 2.406
H12 -2.309 -5.517 1.339
S1 -2.087 -6.132 3.663
O7 -3.303 -6.887 3.590
O8 -1.878 -5.328 4.839
C24 -0.614 -7.201 3.427
C25 0.046 -6.642 2.182
H13 -0.345 -7.129 1.288
H14 1.129 -6.774 2.203
H15 -0.946 -8.227 3.322
H16 -0.006 -7.087 4.320
H17 0.094 -4.662 3.012
H18 -3.020 -0.615 -0.873
H19 -3.165 1.887 -0.867
H20 0.097 5.843 0.141
H21 1.176 8.010 -0.028
H22 2.712 9.529 -0.050
H23 3.665 10.423 -1.252
H24 1.350 11.335 -1.096
H25 0.687 9.761 -1.562
H26 1.676 10.670 -2.703

## Properties
Energy above the lowest of the compared OMol25 structures with the same formula, charge and spin   0.000 eV
Total charge   0
E_HOMO   -8.51 eV

Entry 2:
ORCA calculation (ωB97M-V with the def2-TZVPD basis set) on one molecule with the formula C25H26N4O.

Cartesian coordinates (Å):
O1 -0.457 -4.002 4.803
C1 -0.399 -4.165 3.601
C2 0.308 -3.245 2.709
C3 0.985 -2.125 3.208
N1 1.643 -1.286 2.448
C4 1.649 -1.542 1.126
N2 2.364 -0.727 0.340
C5 2.312 -0.821 -1.101
H1 3.260 -1.220 -1.482
C6 2.042 0.575 -1.684
N3 1.224 1.297 -0.728
C7 2.034 1.686 0.415
C8 2.927 0.502 0.835
H2 3.930 0.607 0.411
H3 2.999 0.437 1.920
H4 1.363 1.959 1.231
H5 2.669 2.562 0.184
C9 0.489 2.409 -1.306
C10 -0.462 1.936 -2.384
C11 -0.757 2.761 -3.461
C12 -1.667 2.361 -4.423
C13 -2.290 1.130 -4.321
C14 -2.000 0.301 -3.250
C15 -1.095 0.703 -2.284
H6 -0.861 0.056 -1.453
H7 -2.482 -0.661 -3.165
H8 -2.999 0.816 -5.073
H9 -1.888 3.012 -5.256
H10 -0.272 3.723 -3.546
C16 -0.369 3.101 -0.268
C17 -1.132 2.358 0.624
C18 -1.947 2.991 1.544
C19 -2.018 4.374 1.576
C20 -1.266 5.120 0.686
C21 -0.445 4.486 -0.230
H11 0.144 5.075 -0.919
H12 -1.315 6.199 0.706
H13 -2.657 4.868 2.293
H14 -2.530 2.404 2.238
H15 -1.072 1.281 0.600
H16 1.183 3.157 -1.742
H17 1.507 0.481 -2.629
H18 2.991 1.105 -1.884
H19 1.511 -1.515 -1.356
N4 1.022 -2.577 0.542
C22 0.361 -3.413 1.315
C23 -0.336 -4.562 0.658
C24 -1.512 -5.029 1.508
C25 -1.036 -5.360 2.918
H20 -0.276 -6.148 2.876
H21 -1.854 -5.723 3.543
H22 -2.266 -4.239 1.555
H23 -1.975 -5.908 1.056
H24 0.386 -5.377 0.546
H25 -0.651 -4.265 -0.343
H26 0.982 -1.920 4.271

## Properties
Energy above the lowest of the compared OMol25 structures with the same formula, charge and spin   0.000 eV
Total charge   0
E_HOMO   -8.36 eV

Entry 3:
ORCA calculation (ωB97M-V with the def2-TZVPD basis set) on C25H26N6O5S4Tl as an isolated structure.

Cartesian coordinates (Å):
Tl1 0.185 -1.298 0.234
C1 -1.511 3.333 2.485
C2 -1.646 2.127 1.631
N1 -1.597 0.925 2.052
N2 -1.334 0.777 3.373
C3 -1.257 -0.420 3.965
N3 -1.093 -0.331 5.316
S1 -1.567 -1.879 3.253
C4 -1.772 2.308 0.110
C5 -2.707 3.248 -0.441
C6 -2.797 3.289 -1.828
C7 -2.070 2.411 -2.605
C8 -1.168 1.553 -1.936
N4 -1.051 1.474 -0.631
H1 -0.516 3.296 2.878
H2 -2.250 3.408 3.314
H3 -1.658 4.185 1.883
H4 -1.190 1.559 4.012
H5 -0.766 0.533 5.731
H6 -1.142 -1.188 5.790
H7 -3.299 3.838 0.260
H8 -3.456 4.027 -2.270
H9 -2.185 2.363 -3.664
H10 -0.737 0.769 -2.499
O1 0.182 -3.920 -4.896
C9 1.299 -3.211 -5.091
C10 2.116 -3.319 -6.231
C11 3.278 -2.601 -6.327
C12 3.622 -1.616 -5.428
C13 2.743 -1.400 -4.367
C14 1.608 -2.189 -4.138
C15 0.812 -1.828 -2.945
O2 1.125 -0.849 -2.267
N5 -0.345 -2.444 -2.804
N6 -1.164 -1.991 -1.814
C16 -2.420 -2.172 -1.937
S2 -3.185 -3.120 -3.214
C17 -4.820 -2.419 -2.823
C18 -4.883 -2.370 -1.338
S3 -3.511 -1.396 -0.798
H11 -0.261 -3.532 -4.112
H12 1.848 -4.006 -6.987
H13 3.884 -2.758 -7.260
H14 4.426 -0.912 -5.542
H15 2.859 -0.520 -3.769
H16 -5.660 -2.957 -3.222
H17 -4.842 -1.451 -3.260
H18 -4.765 -3.429 -1.026
H19 -5.760 -1.842 -0.835
C19 4.392 -0.179 1.204
C20 3.557 0.468 2.267
C21 3.528 1.796 2.531
C22 2.843 2.328 3.619
C23 2.048 1.521 4.460
C24 2.048 0.132 4.193
C25 2.768 -0.379 3.133
S4 1.146 2.256 5.857
O3 1.722 3.520 6.172
O4 -0.211 2.543 5.316
O5 1.089 1.224 6.858
H20 5.267 0.375 0.804
H21 3.821 -0.499 0.298
H22 4.785 -1.145 1.567
H23 4.155 2.552 1.951
H24 2.975 3.326 3.870
H25 1.529 -0.479 4.869
H26 2.938 -1.416 3.051

## Properties
Energy above the lowest of the compared OMol25 structures with the same formula, charge and spin   0.467 eV
Total charge   -1
E_HOMO   -5.53 eV

Entry 4:
ORCA calculation (ωB97M-V with the def2-TZVPD basis set) on C25H27BBrN7O2PbS3 as an isolated structure.

Cartesian coordinates (Å):
Pb1 -0.177 -0.284 1.650
C1 -2.279 1.044 -2.212
N1 -2.268 2.216 -1.361
C2 -2.026 3.510 -1.778
C3 -2.046 4.279 -0.669
N2 -2.294 3.467 0.414
B1 -2.311 3.943 1.889
N3 -0.972 3.500 2.632
C4 -0.819 3.835 3.959
C5 0.384 3.385 4.381
N4 0.968 2.767 3.299
C6 2.296 2.163 3.267
C7 0.130 2.851 2.237
S1 0.561 2.190 0.702
C8 -2.432 2.206 -0.019
S2 -2.723 0.803 0.919
H1 -2.407 1.368 -3.243
H2 -3.099 0.391 -1.924
H3 -1.341 0.494 -2.120
H4 -1.860 3.757 -2.810
H5 -1.893 5.336 -0.551
H6 -2.333 5.153 1.879
H7 -3.237 3.456 2.489
H8 -1.586 4.372 4.488
H9 0.874 3.450 5.336
H10 2.841 2.500 4.146
H11 2.818 2.454 2.357
H12 2.238 1.075 3.278
C9 2.175 0.014 -5.852
C10 2.512 -0.047 -4.385
C11 1.944 0.847 -3.479
C12 2.257 0.794 -2.131
C13 3.152 -0.166 -1.676
C14 3.740 -1.057 -2.561
C15 3.413 -0.993 -3.908
S3 3.495 -0.265 0.060
O1 4.657 -1.107 0.210
O2 3.566 1.077 0.562
N5 2.156 -0.927 0.653
C16 1.923 -2.276 0.538
C17 2.866 -3.318 0.378
C18 2.428 -4.618 0.355
C19 1.073 -4.912 0.509
C20 0.217 -3.851 0.664
N6 0.616 -2.571 0.654
H13 1.448 0.799 -6.059
H14 1.760 -0.933 -6.200
H15 3.067 0.217 -6.448
H16 1.255 1.603 -3.840
H17 1.834 1.505 -1.432
H18 4.450 -1.783 -2.189
H19 3.871 -1.688 -4.604
H20 3.913 -3.077 0.303
H21 3.148 -5.418 0.235
H22 0.701 -5.926 0.506
H23 -0.845 -4.013 0.779
Br1 -4.877 -3.834 4.208
C21 -4.152 -3.322 2.546
C22 -4.781 -3.662 1.364
C23 -4.199 -3.251 0.174
C24 -3.026 -2.520 0.222
N7 -2.420 -2.201 1.364
C25 -2.973 -2.592 2.507
H24 -5.702 -4.228 1.375
H25 -4.656 -3.491 -0.775
H26 -2.545 -2.174 -0.686
H27 -2.468 -2.314 3.425

## Properties
Energy above the lowest of the compared OMol25 structures with the same formula, charge and spin   0.687 eV
Total charge   0
E_HOMO   -7.87 eV

| no. | largest force on an atom (Eh/bohr) | E (Ha) | gap between HOMO and LUMO (eV) |
| --- | --- | --- | --- |
| 1 | 0.015 | -2077.93509 | 7.5 |
| 2 | 0.011 | -1262.55679 | 9.0 |
| 3 | 0.054 | -3438.33385 | 7.5 |
| 4 | 0.006 | -5489.03352 | 7.5 |